1.
An isolated molecule of C5H6O2. Source: the Open Molecules 2025 dataset; level of theory: ωB97M-V/def2-TZVPD.

XYZ file:
```
13
Properties=species:S:1:pos:R:3
C -1.64 -0.15 1.16
C -0.64 0.05 0.32
C -0.52 -0.25 -1.15
O 0.83 -0.67 -1.33
C 1.65 0.00 -0.38
C 0.72 0.55 0.69
O 1.03 1.25 1.62
H -1.52 0.07 2.22
H -2.59 -0.56 0.83
H -1.18 -1.05 -1.50
H -0.73 0.67 -1.72
H 2.34 -0.73 0.08
H 2.25 0.79 -0.85
```

LUMO level: 0.16 eV
HOMO-LUMO gap: 9.92 eV
SMILES string: C=C1COCC1=O
relative energy (zero: lowest compared OMol25 entry of this formula, charge and spin): 29.07 kcal/mol



2.
A 13-piece molecular cluster, H26O13 overall. Source: the Open Molecules 2025 dataset; level of theory: ωB97M-V/def2-TZVPD.

XYZ file:
```
39
Properties=species:S:1:pos:R:3
O -1.10 3.36 -0.40
H -0.80 4.04 0.21
H -0.57 2.55 -0.21
O -2.70 0.89 1.22
H -3.53 1.34 1.40
H -2.61 0.95 0.24
O 2.52 1.20 2.43
H 1.69 1.23 2.96
H 2.52 2.00 1.90
O 3.57 -1.53 -0.33
H 3.90 -0.63 -0.20
H 4.34 -2.04 -0.64
O 1.10 -2.83 0.32
H 1.22 -3.73 0.00
H 1.92 -2.35 0.07
O 0.68 -0.46 -2.84
H 1.60 -0.16 -2.77
H 0.73 -1.42 -2.86
O 2.71 -1.91 3.43
H 3.14 -1.27 2.84
H 1.77 -1.67 3.39
O 0.23 0.90 -0.57
H 0.30 0.42 -1.41
H 1.14 1.12 -0.31
O -2.67 1.32 -1.70
H -2.35 1.02 -2.56
H -2.15 2.13 -1.50
O -0.20 0.67 3.67
H -0.51 0.11 2.92
H -0.85 1.38 3.72
O -1.11 -1.62 1.97
H -0.51 -2.03 1.31
H -1.70 -1.02 1.45
O -2.53 -1.61 -1.17
H -2.34 -0.68 -1.34
H -3.42 -1.74 -1.52
O -1.53 0.71 -4.30
H -0.83 0.32 -3.75
H -1.09 1.07 -5.08
```

LUMO level: -0.60 eV
HOMO-LUMO gap: 9.73 eV
relative energy (zero: lowest compared OMol25 entry of this formula, charge and spin): 26.83 kcal/mol



3.
An isolated molecule of C10H20N2. Source: the Open Molecules 2025 dataset; level of theory: ωB97M-V/def2-TZVPD.

XYZ file:
```
32
Properties=species:S:1:pos:R:3
C 1.12 2.53 -1.26
N 1.35 1.23 -0.98
N 0.48 0.42 -0.31
C -0.08 -0.76 -1.14
C 1.01 -1.40 -2.10
C -1.17 -0.10 -1.94
C -0.65 -1.98 -0.35
C -1.31 -1.50 1.04
C -0.30 -0.82 1.88
C 0.24 0.53 1.13
C 1.54 0.81 1.79
C -0.83 1.68 1.45
H 1.83 2.95 -1.87
H 0.16 3.12 -1.00
H 1.38 -0.66 -2.90
H 0.52 -2.20 -2.53
H 1.87 -1.85 -1.58
H -1.75 -0.86 -2.59
H -1.84 0.47 -1.27
H -0.66 0.58 -2.61
H -1.43 -2.42 -0.98
H 0.17 -2.69 -0.19
H -1.53 -2.41 1.54
H -2.30 -1.00 1.03
H -0.75 -0.65 2.88
H 0.48 -1.57 2.22
H 1.87 1.83 1.57
H 2.29 0.09 1.45
H 1.38 0.70 2.89
H -0.67 2.05 2.52
H -1.87 1.36 1.29
H -0.55 2.54 0.90
```

LUMO level: 0.88 eV
HOMO-LUMO gap: 8.12 eV
SMILES string: C=NN1C(C)(C)CCCC1(C)C
relative energy (zero: lowest compared OMol25 entry of this formula, charge and spin): 58.09 kcal/mol



4.
C48H35N7OPt as an isolated structure. Source: the Open Molecules 2025 dataset; level of theory: ωB97M-V/def2-TZVPD.

XYZ file:
```
92
Properties=species:S:1:pos:R:3
Pt -0.06 0.49 0.01
C -7.40 -0.94 1.98
C -6.50 -0.38 2.87
C -5.19 -0.15 2.48
C -4.76 -0.49 1.20
C -5.67 -1.06 0.32
C -6.99 -1.29 0.71
C -3.35 -0.23 0.78
C -2.34 -1.12 1.20
C -2.58 -2.27 2.07
C -1.48 -3.02 2.05
C -0.57 -2.40 1.09
C 0.40 -3.13 0.48
C 0.96 -4.24 1.30
C 1.56 -3.89 2.51
C 2.14 -4.85 3.33
C 2.11 -6.19 2.95
C 1.49 -6.55 1.77
C 0.92 -5.59 0.95
C 2.14 -1.76 -0.36
N 1.81 -0.42 0.02
C 3.00 0.26 -0.05
C 3.17 1.66 0.27
C 4.53 2.08 0.68
C 5.21 3.14 0.07
C 6.47 3.53 0.52
C 7.07 2.86 1.58
C 6.42 1.78 2.17
C 5.17 1.39 1.72
C 2.17 2.56 0.11
C 2.29 4.00 0.23
C 1.14 4.53 -0.23
C 0.26 3.42 -0.55
N 0.87 2.25 -0.33
C -1.09 3.60 -0.96
C -2.03 2.60 -0.84
C -3.44 2.77 -1.16
C -4.09 1.72 -0.63
C -3.08 0.86 -0.02
N -1.84 1.40 -0.22
C -1.52 4.97 -1.35
C -0.92 5.63 -2.42
C -1.29 6.93 -2.76
C -2.27 7.59 -2.02
C -2.87 6.94 -0.95
C -2.50 5.65 -0.62
C 4.06 -0.46 -0.54
C 3.60 -1.81 -0.74
N -1.11 -1.17 0.69
H -8.43 -1.12 2.28
H -6.82 -0.10 3.87
H -4.48 0.30 3.17
H -5.34 -1.34 -0.68
H -7.68 -1.74 0.01
H -3.51 -2.45 2.60
H -1.29 -3.95 2.55
H 1.61 -2.85 2.79
H 2.61 -4.56 4.26
H 2.56 -6.95 3.59
H 1.45 -7.59 1.47
H 0.38 -5.91 0.07
H 4.78 3.64 -0.79
H 6.98 4.35 0.03
H 8.05 3.16 1.93
H 6.88 1.24 2.98
H 4.65 0.56 2.18
H 3.14 4.52 0.63
H 0.87 5.57 -0.29
H -3.87 3.60 -1.70
H -5.15 1.52 -0.65
H -0.17 5.12 -3.00
H -0.82 7.42 -3.60
H -2.56 8.60 -2.28
H -3.62 7.45 -0.36
H -2.96 5.15 0.23
H 5.04 -0.07 -0.75
H 4.07 -2.51 -1.42
C 0.49 -4.87 -3.75
N 0.85 -3.69 -2.99
C 1.57 -3.86 -1.73
C 1.03 -2.70 -0.84
O 3.09 -2.41 0.49
N 0.11 -1.97 -1.70
C 0.02 -2.61 -2.80
N -0.88 -2.27 -3.79
H 1.38 -5.34 -4.16
H -0.16 -4.59 -4.57
H -0.04 -5.60 -3.13
H 2.64 -3.79 -1.88
H 1.36 -4.84 -1.32
H -1.34 -1.40 -3.58
H -0.55 -2.33 -4.74
```

LUMO level (spin up / spin down): -1.28 / -1.27 eV
HOMO-LUMO gap (spin up / spin down): 5.20 / 5.20 eV
relative energy (zero: lowest compared OMol25 entry of this formula, charge and spin): 76.41 kcal/mol